Record 1
{
  "formula": "C18H11Cl5F6MnN4O5S3",
  "method": "ωB97M-V/def2-TZVPD",
  "homo_lumo_gap_ev": [7.6, 7.6],
  "homo_energy_ev": [-7.664, -7.683],
  "energy_ha": -6533.54904,
  "multiplicity": 6,
  "e_above_lowest_kj_mol": 92.4,
  "elements": ["O", "F", "C", "C", "C", "C", "C", "C", "H", "C", "H", "Cl", "S", "F", "C", "C", "H", "C", "N", "N", "C", "F", "S", "C", "H", "F", "F", "C", "O", "C", "O", "Cl", "S", "H", "H", "N", "C", "Cl", "Cl", "N", "Mn", "C", "C", "H", "H", "F", "H", "O", "O", "Cl", "H", "H", "C"],
  "positions_angstrom": [[-2.60504, 2.46969, -1.87919], [-4.68626, -0.69037, 1.02108], [3.29059, 2.59322, -1.51280], [-2.65402, -3.59003, -2.17314], [3.77786, -3.84146, -0.21998], [4.28406, 3.50848, -1.21069], [3.72738, 3.35677, 1.12935], [3.33418, -4.11463, 1.05764], [-3.64071, -1.39842, -3.57790], [2.46398, 2.02303, -0.50645], [0.09647, -1.44209, 3.49590], [1.73726, 1.74590, 2.05409], [-2.33288, 2.52644, -0.48522], [-4.19096, 4.38805, 0.10881], [2.39510, -3.26108, 1.61957], [4.51152, 3.89880, 0.11130], [3.70969, -4.95987, 1.60924], [2.37136, -1.88262, -0.37660], [-2.75629, -2.18337, -1.84447], [1.01344, -1.38028, 1.62206], [2.73455, 2.44448, 0.82203], [-4.22407, -0.78370, 3.11678], [1.64152, -3.32155, 3.18675], [3.29400, -2.74207, -0.93130], [3.65471, -2.55645, -1.92981], [-2.47878, 4.28785, 1.42455], [-2.75768, -1.38917, 1.66206], [0.78152, -1.87536, 2.78980], [-3.74764, 2.04812, 2.71253], [1.91827, -2.13777, 0.91720], [1.56249, 1.16196, -0.77571], [4.00107, 3.80479, 2.75520], [-2.98326, 1.23975, 1.83200], [-4.76406, -1.86277, -2.27501], [-3.63859, -4.04758, -2.07110], [-0.97769, -1.04992, -0.60144], [-3.79600, -1.40995, -2.49546], [3.01557, 2.09584, -3.12717], [5.25653, 4.15830, -2.46101], [-3.21887, 1.48692, 0.29424], [-0.06187, 0.52981, 0.54735], [-3.72625, -0.49565, 1.91913], [-1.81944, -1.57512, -1.20160], [-1.95885, -4.08843, -1.50121], [-3.78639, -0.38479, -2.12703], [-2.29722, 5.19956, -0.51320], [1.99075, -1.01104, -0.89577], [-0.95233, 2.48771, -0.06229], [-1.59702, 1.00832, 2.18205], [5.75389, 5.01574, 0.48525], [4.51796, -4.48195, -0.67541], [-2.30803, -3.72874, -3.20167], [-2.87551, 4.20668, 0.15669]],
  "forces_ev_per_angstrom": [[-0.2, 0.0, -0.1], [-0.1, 0.3, -0.1], [-0.1, 0.0, 0.4], [0.1, -0.4, -0.1], [0.0, -0.1, 0.1], [-0.1, -0.1, 0.3], [0.0, 0.0, -0.3], [0.1, -0.1, 0.0], [0.0, 0.0, 0.1], [0.5, 0.3, 0.4], [-0.2, 0.1, 0.1], [0.0, 0.2, 0.4], [-0.6, 0.8, -0.3], [0.1, -0.4, -0.1], [-0.2, 0.4, 0.0], [-0.2, -0.2, 0.1], [0.1, -0.2, 0.1], [-0.2, 0.1, 0.0], [-0.5, -0.2, -0.2], [-0.8, 0.8, 0.0], [0.0, 0.0, -0.7], [0.2, 0.5, 0.1], [0.0, 0.2, -0.2], [-0.1, 0.1, 0.0], [0.1, 0.0, -0.1], [0.0, -0.1, 0.1], [0.1, 0.1, 0.0], [0.2, -0.3, 0.0], [-0.1, 0.1, 0.2], [0.6, -0.7, 0.0], [-1.1, -0.8, 0.3], [0.0, 0.1, 0.4], [-1.1, -1.0, 0.2], [0.0, 0.1, 0.0], [0.0, 0.0, 0.0], [-0.4, 0.3, -0.3], [-0.4, 0.3, -0.3], [-0.1, -0.1, -0.3], [0.1, 0.1, -0.2], [0.0, 0.1, 0.0], [1.1, 0.1, -0.3], [0.1, -0.4, -0.1], [1.0, 0.4, 0.6], [0.0, 0.1, 0.0], [0.0, -0.1, 0.0], [0.1, -0.4, -0.3], [0.2, 0.0, -0.1], [0.7, -0.3, 0.1], [1.0, -0.3, 0.0], [0.2, 0.2, 0.1], [0.0, -0.1, 0.0], [0.0, 0.0, 0.0], [0.1, 0.3, 0.1]]
}

Record 2
{
  "formula": "C18H11ClN3O8RhSbSe4",
  "method": "ωB97M-V/def2-TZVPD",
  "homo_lumo_gap_ev": [5.6, 5.6],
  "homo_energy_ev": [-4.094, -5.252],
  "energy_ha": -11875.60446,
  "multiplicity": 5,
  "charge": -1,
  "e_above_lowest_kj_mol": 104.7,
  "elements": ["N", "H", "C", "Se", "O", "C", "H", "C", "H", "O", "C", "Se", "Cl", "H", "C", "C", "Sb", "O", "C", "C", "C", "C", "H", "C", "H", "O", "C", "Se", "C", "H", "O", "H", "C", "O", "H", "N", "C", "Rh", "N", "H", "O", "C", "C", "C", "O", "H", "Se"],
  "positions_angstrom": [[-1.90028, 0.80649, 0.00788], [2.28699, 2.39278, -3.48218], [-0.74452, 4.07432, -0.66616], [-0.07961, -1.53718, -1.64667], [-6.18468, 2.34210, 0.35650], [4.05949, -0.85779, 1.07564], [-5.49877, -0.62985, -0.02961], [-4.08880, 1.31144, 0.12746], [2.39817, 4.99592, 0.20814], [-6.18984, 0.14774, 0.04673], [1.47651, 4.42995, 0.20566], [-0.62065, -3.98401, 1.71471], [-3.81488, 4.09756, 0.36297], [5.93281, -0.56125, 0.00677], [-3.28681, -1.23884, -0.03606], [0.43112, 4.80686, -0.62755], [0.36900, -3.89282, -0.56929], [0.62793, -0.67378, 2.14022], [4.86937, -0.36931, 0.00821], [2.70936, -0.67687, 0.99421], [-0.87292, 2.97223, 0.15982], [-5.59128, 1.29947, 0.19020], [4.87589, 0.68878, -1.84494], [-3.34735, 2.47476, 0.17379], [2.14923, 3.00682, 1.66971], [2.92871, 1.94031, -2.91838], [0.15603, 2.59557, 1.01460], [-0.60878, -5.24762, -2.24425], [1.73161, -1.16830, 2.02987], [2.70530, -2.74123, 2.30519], [0.95095, 1.56262, -1.90245], [-1.53796, 4.33680, -1.35023], [4.29058, 0.31356, -1.01772], [-4.47261, -1.63580, -0.06758], [0.02027, 1.77241, 1.71847], [-2.04155, 2.15395, 0.08614], [2.18113, 1.35781, -1.93892], [0.12807, 0.21505, -0.08332], [2.12491, 0.00544, -0.00728], [4.49442, -1.38044, 1.91336], [2.12643, -2.14311, 2.83355], [-3.11374, 0.28222, 0.02598], [2.89401, 0.55304, -1.01134], [1.34004, 3.32021, 1.02395], [-2.25861, -1.91902, 0.02333], [0.53990, 5.66694, -1.27500], [2.70092, -4.02796, 0.03376]],
  "forces_ev_per_angstrom": [[0.2, 0.0, -0.1], [0.0, 0.0, 0.0], [0.1, 0.0, 0.0], [-0.1, -0.1, 0.2], [-0.1, 0.0, 0.0], [0.1, 0.1, -0.1], [0.0, 0.0, 0.0], [0.0, 0.1, 0.0], [0.0, 0.0, 0.0], [0.1, 0.0, 0.0], [0.0, 0.0, 0.0], [-0.1, 0.1, -0.1], [0.0, 0.0, 0.0], [0.0, 0.0, 0.0], [-0.1, 0.1, 0.4], [0.0, 0.0, 0.0], [0.0, -0.2, 0.0], [0.1, 0.2, 0.2], [-0.1, -0.1, 0.1], [-0.2, 0.0, 0.0], [-0.2, 0.0, -0.1], [0.0, -0.1, 0.0], [0.0, 0.0, 0.0], [0.0, 0.1, 0.0], [0.0, 0.0, 0.0], [-0.1, 0.0, 0.1], [-0.1, -0.1, 0.2], [-0.1, -0.1, -0.1], [0.1, 0.0, -0.2], [-0.1, 0.0, 0.1], [0.0, -0.1, 0.0], [0.0, 0.0, 0.0], [0.0, 0.0, 0.0], [-0.1, -0.1, -0.1], [0.0, 0.0, 0.0], [0.2, -0.1, 0.1], [0.2, 0.0, 0.0], [0.2, 0.3, -0.2], [-0.2, -0.1, 0.1], [0.0, 0.0, 0.0], [0.2, -0.1, -0.1], [0.0, -0.1, -0.1], [-0.1, 0.1, 0.0], [0.0, 0.0, -0.1], [0.2, 0.0, -0.2], [0.0, 0.0, 0.0], [0.1, 0.0, 0.0]]
}

Record 3
{
  "formula": "C18H12BF5N8PdS",
  "method": "ωB97M-V/def2-TZVPD",
  "homo_lumo_gap_ev": [8.0, 3.6],
  "homo_energy_ev": [-17.209, -17.539],
  "energy_ha": -2180.25260,
  "multiplicity": 6,
  "charge": 3,
  "elements": ["H", "Pd", "C", "S", "N", "C", "C", "H", "H", "C", "N", "F", "B", "H", "F", "C", "C", "H", "C", "C", "C", "F", "C", "H", "C", "C", "N", "H", "C", "H", "H", "H", "N", "F", "C", "N", "N", "N", "F", "C", "H", "H", "C", "C", "N", "C"],
  "positions_angstrom": [[4.00358, -3.35611, 3.12696], [-0.20048, -0.12212, -0.02788], [0.18263, 1.54085, 2.73730], [-2.29371, 1.26845, -0.41385], [0.34789, 0.43780, 2.01785], [-1.56334, -4.02695, 1.42425], [1.65271, -3.43126, 5.41001], [-0.29764, 2.42227, 2.35104], [0.05937, -4.40345, 2.87942], [2.96911, -3.79859, 5.02855], [0.13065, -2.61940, 1.72002], [-0.48514, 6.61083, -1.95069], [1.41599, -1.88216, 2.20650], [2.74988, -0.22901, -1.87725], [0.48406, 2.05877, -0.99554], [-1.69599, -2.93855, 0.56330], [0.05612, 4.36618, -1.47274], [3.62793, -4.45548, 5.56922], [-0.38899, 3.11208, -1.09990], [-1.74203, 2.84173, -0.81264], [4.00374, -1.44002, -0.48222], [-3.10384, 6.17677, -1.35264], [-2.23872, 5.20262, -1.27606], [0.74783, 2.03719, 4.82308], [3.61665, -1.96675, 0.74484], [3.12421, -3.28986, 3.73282], [2.34281, -1.63013, 0.98837], [4.95416, -1.54737, -0.97121], [1.23144, 0.05109, 3.97683], [1.74377, -0.46854, 4.75963], [4.20753, -2.55581, 1.41182], [-2.22385, -4.86289, 1.52610], [-0.67762, -2.11086, 0.75745], [1.32620, 4.56996, -1.71683], [-0.38855, -3.78419, 2.13171], [1.09745, -2.83885, 4.39959], [0.99384, -0.48076, 2.76716], [1.98884, -2.66970, 3.38477], [-3.90208, 3.70400, -0.55557], [-2.65484, 3.92735, -0.88556], [1.11619, -3.66455, 6.31218], [-2.46704, -2.75413, -0.16438], [-0.88189, 5.43051, -1.58202], [0.72527, 1.34466, 4.00491], [1.88623, -0.90975, -0.07902], [2.86617, -0.77055, -0.95353]],
  "forces_ev_per_angstrom": [[0.2, 0.0, -0.2], [0.7, 0.8, 0.1], [0.2, -0.3, 0.3], [0.2, 0.3, 0.2], [-0.5, -0.2, -1.1], [-1.3, -0.5, -0.7], [0.5, -0.1, -0.2], [-0.1, 0.0, -0.2], [0.2, -0.1, 0.2], [-0.5, -0.8, 1.7], [-0.3, -2.9, 1.6], [0.0, -0.3, 0.1], [0.5, 2.2, -0.9], [-0.2, 0.0, 0.0], [-0.1, 0.8, -0.2], [0.6, 1.2, -0.6], [-0.1, -0.9, 0.3], [0.3, 0.0, 0.0], [0.3, 0.3, -0.1], [0.1, -0.8, 0.1], [-0.3, -0.3, 0.6], [0.0, 0.2, 0.0], [0.1, -0.7, 0.1], [0.0, 0.1, 0.1], [0.9, 0.3, -1.1], [-0.4, 1.3, -1.9], [-0.5, -0.4, 0.2], [0.1, 0.0, 0.0], [-0.3, 1.1, 0.4], [0.1, -0.1, 0.1], [0.1, -0.1, 0.1], [-0.2, -0.3, 0.1], [-2.0, 0.4, -1.3], [0.1, 0.2, -0.1], [2.4, 1.7, 0.5], [-2.1, 0.3, 1.2], [0.0, -0.7, -0.1], [2.4, -1.2, -0.1], [0.1, 0.2, -0.2], [0.1, 0.5, -0.2], [-0.1, 0.0, 0.1], [0.0, 0.2, -0.1], [-0.4, -0.3, 0.2], [0.3, -0.6, 0.0], [-1.4, 0.4, 0.4], [0.5, -0.6, 0.4]]
}

Record 4
{
  "formula": "C18H12Cl3LiN3O3Te",
  "method": "ωB97M-V/def2-TZVPD",
  "homo_lumo_gap_ev": 7.5,
  "homo_energy_ev": -5.229,
  "energy_ha": -2739.42963,
  "multiplicity": 1,
  "charge": -1,
  "elements": ["Li", "C", "H", "H", "C", "O", "O", "H", "C", "C", "C", "C", "C", "H", "H", "H", "C", "N", "Cl", "C", "O", "C", "Te", "C", "C", "Cl", "H", "N", "H", "N", "H", "H", "H", "C", "C", "C", "C", "C", "H", "Cl", "C"],
  "positions_angstrom": [[1.85141, 1.42702, -0.72944], [-0.79975, -2.62593, 0.19083], [4.03097, -1.07081, 1.26421], [-4.35104, 1.51339, 1.80731], [5.09391, 2.51236, -1.14615], [3.26795, 0.52967, -0.38036], [0.60457, 2.12695, 0.97173], [-0.34794, -2.82927, -1.89878], [0.21793, 2.74989, -0.03587], [-3.46368, 0.88740, -1.40108], [-4.24322, 1.29821, -0.32709], [-0.84834, -3.26788, -1.04342], [-2.20290, 0.34767, -1.18258], [-5.22112, 1.73190, -0.50105], [-2.63881, -4.84256, 1.98980], [-1.40912, -2.71668, 2.24548], [-3.75673, 1.17503, 0.96698], [7.78265, 1.21945, 0.74728], [-1.18715, 4.25163, 1.81977], [-2.18706, -5.03437, -0.10214], [0.40033, 2.42903, -1.23240], [-1.72104, 0.20175, 0.11437], [0.15408, -0.72661, 0.45155], [-1.44391, -3.20846, 1.28021], [4.44445, 0.47879, 0.04505], [-1.75578, 4.41945, -1.00131], [-2.72710, -5.96626, -0.21765], [4.80028, 3.39132, -1.83669], [-1.57510, -4.95215, -2.15761], [4.79736, -0.57339, 0.84835], [-3.83082, 1.00276, -2.41390], [-1.58780, 0.04963, -2.02244], [5.65381, -0.51319, 1.37412], [-2.49819, 0.62709, 1.18836], [5.43820, 1.43304, -0.28891], [-2.13692, -4.40454, 1.13550], [-1.53987, -4.46427, -1.19073], [6.74270, 1.33291, 0.25183], [-2.11281, 0.54006, 2.19672], [0.78944, 5.37874, 0.02062], [-0.48384, 4.14126, 0.19956]],
  "forces_ev_per_angstrom": [[0.0, 0.0, -0.1], [0.1, 0.0, 0.0], [-0.1, 0.0, 0.0], [0.0, 0.0, 0.0], [0.1, -0.1, 0.1], [0.5, -0.3, 0.1], [0.0, 0.2, -0.5], [0.0, 0.0, 0.0], [0.0, 0.1, 0.0], [0.0, 0.0, 0.1], [0.0, 0.0, 0.0], [0.0, 0.0, 0.0], [0.0, 0.0, 0.0], [0.0, 0.0, 0.0], [0.0, 0.0, 0.0], [0.0, 0.0, 0.0], [0.1, 0.0, 0.0], [-0.1, -0.1, -0.1], [0.0, 0.0, 0.0], [0.0, 0.1, 0.0], [-0.3, 0.4, 0.2], [0.0, 0.1, 0.1], [-0.5, -0.3, 0.1], [0.0, -0.1, 0.0], [0.2, 0.0, 0.0], [0.0, 0.0, 0.0], [0.0, 0.0, 0.0], [0.0, -0.1, 0.0], [0.0, 0.0, 0.0], [0.1, 0.0, 0.0], [0.0, 0.0, 0.0], [0.0, 0.0, 0.0], [0.0, 0.0, 0.0], [0.0, 0.0, -0.1], [0.1, 0.1, -0.1], [0.0, 0.0, -0.1], [0.0, 0.0, 0.1], [-0.2, 0.1, 0.0], [0.0, 0.0, 0.0], [-0.1, -0.1, 0.0], [0.0, -0.1, 0.0]]
}